180
Properties=species:S:1:pos:R:3 method="wB97M-V/def2-TZVPD" charge=0 energy_ev=-178297.8488 gap_ev=9.6257 molar_mass_g_mol=1109.1 homo_ev=-9.3 multiplicity=1 max_force_ev_per_a=2.48 lumo_ev=0.3
O -3.87547 8.06147 -1.30337
O 0.46040 11.54291 3.80157
H 10.84032 -1.68656 0.51479
H -2.36155 8.40070 5.33559
H 3.03415 12.06180 6.19525
H 0.27499 -2.30901 -3.43743
H -1.44976 2.72768 7.81800
H -3.03415 6.80249 4.96806
O -1.28696 7.36870 3.96423
O -5.66984 -8.55147 0.05627
H 8.62098 -3.41567 0.33148
O 0.34593 -3.89453 -4.78763
H -6.32386 -8.81682 -0.59236
H -6.27047 9.44981 -4.15310
H 1.44443 -5.04507 -1.77309
H 0.15793 2.07843 7.46543
H 3.30434 -3.66051 -5.14479
C -1.28089 -11.89504 -1.59916
H -7.44853 8.69152 -6.72719
H 5.68178 -3.08556 -3.73221
H -3.80469 -7.56651 -1.41681
C 0.78448 -5.89071 -1.97339
H -8.83177 9.18597 -7.71320
C 3.53850 11.87735 5.24407
O -0.92624 -11.16974 -2.76735
O 4.21156 -3.86170 -4.88304
H 2.91540 -3.38171 2.09578
H 1.79945 6.00541 0.93552
H 1.08090 4.63173 -0.76891
O 6.29161 -4.66465 0.34705
H -1.05595 6.45818 3.76260
H -4.31731 1.68326 2.04578
H -5.14979 -10.53102 0.50503
H -1.33789 -12.97090 -1.78749
H -6.62661 2.02996 2.17894
C -6.16869 4.99283 -2.36711
O -1.92724 1.95524 1.26322
H 0.78933 -7.32394 2.88783
O -0.26066 1.94177 3.16228
H 0.52955 -2.44807 -0.66319
H -0.41133 2.43623 5.20106
N 1.61774 1.69959 0.88954
H -3.96047 5.86511 0.03997
H 4.24528 -1.71123 2.04366
H 6.39226 -2.65419 -0.20098
H -0.27624 -1.96506 -5.09933
H 2.91621 0.70300 3.05249
H -4.46074 9.80519 -0.33252
H 2.97270 12.35859 4.45070
O -2.49197 5.05490 1.29735
H -4.90825 1.66913 3.72912
O -1.45929 -0.19382 2.49513
H -6.80383 6.59354 -1.48477
H 0.20937 4.03131 0.63576
H -0.97073 -8.87555 -6.52991
H 1.43457 -4.27196 1.67305
O -6.70387 8.74450 -2.28685
O 5.37427 -3.03234 3.20015
H 6.77951 -6.70916 -3.20105
H 4.04901 -2.79020 -3.10780
H 9.87375 -1.89951 -0.95193
H 2.41587 -7.95526 2.58947
H -2.23757 -11.56071 -1.18632
H -4.76812 -9.29258 1.71211
H -7.96961 9.62494 -3.70833
H -1.58928 -11.31485 -3.44698
H 1.04362 -9.67674 -2.48880
O -2.85230 -7.65256 -1.51098
O 9.16788 -2.78723 0.80870
C -5.50938 -9.61865 0.98782
H -4.53175 8.19514 -1.99345
H -1.29461 1.17795 6.97744
H -0.06369 9.68409 2.98358
O 3.84448 1.09242 0.47492
H 6.13891 -8.77636 -4.09821
H -2.55967 -6.94898 0.42163
O -8.34054 10.38604 -6.06814
H -8.79882 11.14949 -6.42266
H 3.39142 -9.97298 -2.63719
H -6.74800 10.70847 -3.00348
O 1.68545 -3.85067 3.71149
H 0.27807 -4.54221 -4.07270
H -5.46228 5.51518 -3.01918
H 2.20090 9.93637 1.23312
H 0.26628 -9.26990 -5.31029
C 2.81952 1.04176 1.15070
H -5.30713 8.32516 0.18347
H 0.75712 -0.24053 1.01886
H -6.43987 -9.83811 1.51612
C 2.88629 -9.35275 -1.89754
H -1.29410 -2.92520 -4.00517
H 1.20598 -3.02213 3.64707
O 1.35966 -7.19579 0.94753
C -0.86344 2.17879 7.08352
H 1.21592 -6.50117 -2.76503
H 2.74711 2.79294 -0.46887
H -1.59107 6.94156 5.98814
O 2.71107 7.99185 1.49169
H -2.74397 -8.71733 0.26810
C 5.76509 -6.95967 -3.52221
P -0.80168 1.16432 2.02391
C 2.10740 4.96973 0.99195
H -2.97536 4.56703 -0.67260
H 0.04071 0.78327 -0.19332
H 5.66026 -4.50474 1.05439
C -2.10933 7.36219 5.12643
H 4.53595 12.32203 5.27236
H 10.86382 -3.24081 -0.33099
H 3.19321 7.44158 2.11374
H -1.38327 10.72572 3.53711
O -0.22643 -1.85846 -0.61343
H 1.35140 11.23860 3.99274
C -7.96376 9.54700 -7.15639
C 1.70742 2.70130 -0.18176
H 2.80540 -9.91138 -0.95725
H -1.39500 -8.93276 -4.80983
H 2.29162 9.44544 2.93499
H -7.09360 4.80133 -2.91845
H -1.06653 -6.13596 -2.54143
H 3.13162 4.88633 0.64792
H 3.78032 9.71842 2.01184
H -2.26147 -1.98560 -0.78549
H -1.24582 -7.92444 -0.26255
C 10.23337 -2.39405 -0.04419
O -6.06165 2.77549 2.38334
C -0.26739 -2.70254 -4.30197
C -4.34716 8.73379 -0.14522
H 5.18423 -3.61507 -1.08737
H 3.49796 -8.46932 -1.73462
H 4.66299 -3.12792 3.83816
H 6.00426 -1.66682 1.83259
C -1.40143 -2.65034 -0.83599
C 6.17645 -3.63582 -0.63010
H 4.66155 -1.85476 -4.49833
H 2.76195 -5.09276 2.51754
H -4.19874 4.18908 0.56342
H 5.27575 -0.93565 3.25947
C 2.75645 9.34305 1.95559
C -0.37590 10.38320 3.75928
O 5.53865 -8.36875 -3.47340
C -4.80081 2.27547 2.82505
O 2.67526 0.23211 2.25083
C 1.40054 -7.89079 2.19001
C 4.66166 -2.83611 -4.01509
H -0.50453 -11.71420 -0.85918
H 1.14349 2.32197 -1.03046
H 0.98853 -8.90050 2.10582
H 5.59006 -6.54717 -4.51758
H -5.73037 4.04743 -2.05820
O 3.57681 10.48751 4.92254
O -1.16323 -10.76553 -5.64655
C 2.22041 -4.15556 2.42483
H -1.34298 -3.13686 -1.80637
H 5.05929 -6.50048 -2.83464
H -7.29917 8.94818 -1.56354
C -0.78444 -9.38976 -5.58402
H -1.50188 -3.41626 -0.06402
H 1.89585 -7.68400 0.31638
C 1.19021 4.09199 0.17211
Br 2.15577 4.62126 2.90386
C -2.32642 -7.81990 -0.19615
O 1.60031 -8.90820 -2.33056
C 0.47732 0.78263 0.79950
H 4.06902 10.02038 5.59877
C -3.46067 4.91988 0.24242
O -0.49921 -5.37577 -2.37550
H -0.63287 -11.19763 -6.31647
H -1.84782 5.70634 1.01245
O -0.91489 2.91152 5.87263
O -6.43263 5.75626 -1.19503
C -6.94871 9.68907 -3.34004
H 0.68514 -6.48571 -1.07013
H -4.16687 3.12872 3.05142
H -2.21159 -0.48091 1.97136
H -1.75570 2.89076 1.46805
H -3.61195 8.58375 0.64176
C 5.20436 -1.76963 2.55745
H 6.90992 -3.84874 -1.40633
H -0.38238 9.85809 4.71565
H -7.28406 10.05343 -7.84599